Entry 1:
ORCA calculation (ωB97M-V/def2-TZVPD) on a cluster of 2 separate species, C7H16NO2 in total.

Its HOMO energy is -13.8 eV. Its net charge is +1. The calculation puts the relative energy (zero: lowest compared OMol25 entry of this formula, charge and spin) at 0.126 eV.

Bonds (Å) are listed after each position.
Atoms and positions in Å:
1 C -1.264 0.662 -0.591  N8 1.328, O9 1.231, O10 1.345
2 C 0.968 -1.191 1.732  C7 1.468, H11 1.096, H12 1.087, H13 1.090
3 C -0.120 -2.375 -0.163  C7 1.409, H14 1.085, H15 1.169, H16 1.089
4 C 2.185 -1.479 -0.476  C7 1.465, H17 1.089, H18 1.085, H19 1.095
5 C -3.181 2.134 -0.256  N8 1.447, H20 1.088, H21 1.089, H22 1.091
6 C 0.896 1.641 -0.976  O10 1.426, H23 1.091, H24 1.092, H25 1.087
7 C 0.978 -1.648 0.337  C2 1.468, C3 1.409, C4 1.465
8 N -1.774 1.883 -0.480  C1 1.328, C5 1.447, H26 1.008
9 O -1.925 -0.370 -0.472  C1 1.231
10 O 0.053 0.502 -0.817  C1 1.345, C6 1.426
11 H 1.290 -2.030 2.361  C2 1.096
12 H 1.656 -0.369 1.915  C2 1.087
13 H -0.037 -0.935 2.066  C2 1.090
14 H 0.047 -2.900 -1.098  C3 1.085
15 H -0.940 -1.574 -0.394  C3 1.169
16 H -0.674 -2.959 0.571  C3 1.089
17 H 1.948 -1.323 -1.528  C4 1.089
18 H 2.850 -0.706 -0.105  C4 1.085
19 H 2.726 -2.430 -0.432  C4 1.095
20 H -3.609 2.657 -1.110  C5 1.088
21 H -3.689 1.179 -0.125  C5 1.089
22 H -3.314 2.747 0.636  C5 1.091
23 H 0.596 2.240 -1.837  C6 1.091
24 H 0.911 2.254 -0.072  C6 1.092
25 H 1.894 1.252 -1.160  C6 1.087
26 H -1.187 2.692 -0.612  N8 1.008


Entry 2:
ORCA calculation (ωB97M-V/def2-TZVPD) on a cluster of 2 separate species, C7H16NO2 in total at a distorted geometry.

Its HOMO energy is -14.1 eV. Its net charge is +1. The calculation puts the relative energy (zero: lowest compared OMol25 entry of this formula, charge and spin) at 2.988 eV.

Bonds (Å) are listed after each position.
Atoms and positions in Å:
1 C 0.702 -1.716 2.233  C2 1.441, O9 1.444, H11 1.130, H12 1.188
2 C -0.528 -0.978 2.095  C1 1.441, N8 1.292, O9 1.358
3 C -0.378 -0.025 -2.750  C7 1.459, H13 1.005, H14 1.120, H15 1.070
4 C 0.509 1.571 -1.102  C7 1.564, H16 1.048, H17 1.036, H18 1.139
5 C 1.501 -0.796 -1.443  C7 1.523, H19 1.033, H20 1.047, H21 1.057
6 C -1.007 1.345 2.148  N8 1.407, H22 1.087, H23 1.163, H24 1.106
7 C 0.244 0.065 -1.434  C3 1.459, C4 1.564, C5 1.523, O10 1.518
8 N -1.324 -0.004 2.389  C2 1.292, C6 1.407, H26 0.969
9 O -0.595 -2.335 2.090  C1 1.444, C2 1.358
10 O -0.622 -0.378 -0.269  C7 1.518, H25 0.957
11 H 1.372 -1.876 1.338  C1 1.130
12 H 1.219 -1.712 3.303  C1 1.188
13 H -0.434 -1.006 -2.961  C3 1.005
14 H -1.337 0.516 -2.953  C3 1.120
15 H 0.157 0.492 -3.519  C3 1.070
16 H 1.322 1.931 -1.658  C4 1.048
17 H 0.685 1.820 -0.112  C4 1.036
18 H -0.555 1.932 -1.292  C4 1.139
19 H 2.104 -0.565 -2.248  C5 1.033
20 H 1.975 -0.552 -0.541  C5 1.047
21 H 1.254 -1.821 -1.365  C5 1.057
22 H -0.778 1.585 1.112  C6 1.087
23 H -1.831 2.074 2.524  C6 1.163
24 H -0.009 1.482 2.605  C6 1.106
25 H -1.406 -0.741 -0.680  O10 0.957
26 H -2.239 -0.305 2.491  N8 0.969


Entry 3:
ORCA calculation (ωB97M-V/def2-TZVPD) on a cluster of 2 separate species, C7H16NO3 in total at a distorted geometry.

Its HOMO energy (spin up / spin down) is -11.8 / -11.8 eV. Its net charge is +1. The calculation puts the relative energy (zero: lowest compared OMol25 entry of this formula, charge and spin) at 4.248 eV.

Bonds (Å) are listed after each position.
Atoms and positions in Å:
1 C 2.523 -1.156 -0.540  C2 1.414, C3 1.525, O9 1.463, H12 1.052
2 C 1.790 -0.164 0.152  C1 1.414, O9 1.310, O10 1.380
3 C 3.669 -1.910 0.126  C1 1.525, H13 1.122, H14 1.082, H15 1.061
4 C -0.079 0.737 -2.280  C6 1.440, H16 1.043, H17 1.096, H18 1.062
5 C -2.736 -0.248 1.153  C7 1.559, H19 1.048, H20 1.023, H21 1.114
6 C -0.411 0.233 -0.973  C4 1.440, N8 1.471, H22 1.132
7 C -2.386 1.110 0.471  C5 1.559, N8 1.533, O11 1.349, H23 1.210
8 N -0.892 1.078 0.130  C6 1.471, C7 1.533, H24 1.130, H25 1.120
9 O 2.610 0.287 -0.765  C1 1.463, C2 1.310
10 O 1.704 0.371 1.422  C2 1.380, H26 0.962
11 O -2.635 2.094 1.359  C7 1.349, H27 0.967
12 H 1.937 -1.666 -1.249  C1 1.052
13 H 4.267 -1.124 0.660  C3 1.122
14 H 4.153 -2.358 -0.732  C3 1.082
15 H 3.289 -2.440 0.963  C3 1.061
16 H -0.512 1.665 -2.479  C4 1.043
17 H -0.599 0.199 -3.082  C4 1.096
18 H 0.935 0.736 -2.596  C4 1.062
19 H -3.116 -0.943 0.467  C5 1.048
20 H -1.946 -0.723 1.594  C5 1.023
21 H -3.547 -0.117 1.906  C5 1.114
22 H -0.828 -0.820 -0.992  C6 1.132
23 H -3.040 1.255 -0.537  C7 1.210
24 H -0.428 0.801 1.122  N8 1.130
25 H -0.509 2.128 0.055  N8 1.120
26 H 2.380 1.042 1.553  O10 0.962
27 H -2.561 2.959 0.934  O11 0.967


Entry 4:
ORCA calculation (ωB97M-V/def2-TZVPD) on a cluster of 2 separate species, C7H16NO3P in total at a distorted geometry.

Its HOMO energy (spin up / spin down) is -9.2 / -7.2 eV. Its net charge is 0. The calculation puts the relative energy (zero: lowest compared OMol25 entry of this formula, charge and spin) at 5.431 eV.

Bonds (Å) are listed after each position.
Atoms and positions in Å:
1 C -1.771 -1.440 1.684  C2 1.531, C3 1.555, H13 1.049, H14 1.114
2 C -2.272 -1.420 0.238  C1 1.531, C4 1.534, H15 1.009, H16 1.055
3 C -0.915 -0.238 2.173  C1 1.555, C5 1.516, H17 1.061, H18 1.091
4 C -1.072 -1.055 -0.644  C2 1.534, C6 1.559, H19 1.012, H20 1.086
5 C 0.322 0.075 1.354  C3 1.516, C6 1.529, H21 1.010, H22 1.180
6 C -0.118 0.057 -0.111  C4 1.559, C5 1.529, O10 1.361, P12 1.920
7 C 0.907 0.186 -3.170  P12 1.934, H23 1.055, H24 1.024, H25 1.109
8 N 3.050 2.712 0.509  O11 1.299, H26 1.020, H27 1.000
9 O 2.178 -1.226 -0.992  P12 1.447
10 O -0.787 1.209 -0.390  C6 1.361, H28 0.949
11 O 1.872 2.425 0.044  N8 1.299
12 P 1.377 -0.063 -1.310  C6 1.920, C7 1.934, O9 1.447
13 H -2.540 -1.476 2.397  C1 1.049
14 H -0.957 -2.186 1.831  C1 1.114
15 H -2.626 -2.309 -0.085  C2 1.009
16 H -3.007 -0.670 0.127  C2 1.055
17 H -1.569 0.597 2.220  C3 1.061
18 H -0.902 -0.336 3.259  C3 1.091
19 H -0.598 -1.941 -0.762  C4 1.012
20 H -1.458 -0.781 -1.621  C4 1.086
21 H 0.668 1.002 1.553  C5 1.010
22 H 1.184 -0.703 1.564  C5 1.180
23 H 0.150 0.919 -3.209  C7 1.055
24 H 1.776 0.182 -3.712  C7 1.024
25 H 0.418 -0.763 -3.472  C7 1.109
26 H 3.755 3.221 -0.023  N8 1.020
27 H 3.237 2.046 1.231  N8 1.000
28 H -0.303 1.971 -0.682  O10 0.949


Entry 5:
ORCA calculation (ωB97M-V/def2-TZVPD) on a cluster of 2 separate species, C7H16NO3PS in total at a distorted geometry.

Its HOMO energy (spin up / spin down) is -8.3 / -9.0 eV. Its net charge is 0. The calculation puts the relative energy (zero: lowest compared OMol25 entry of this formula, charge and spin) at 6.738 eV.

Bonds (Å) are listed after each position.
Atoms and positions in Å:
1 C -0.378 1.103 -1.257  C3 1.514, N8 1.486, H14 1.138, H15 1.054
2 C 1.777 0.839 -0.127  C4 1.525, N8 1.447, H16 1.080, H17 1.123
3 C -0.565 2.364 -0.442  C1 1.514, O11 1.405, H18 1.241, H19 1.098
4 C 1.315 1.948 0.812  C2 1.525, O11 1.378, H20 1.059, H21 1.139
5 C 0.906 -2.286 -0.580  C6 1.582, C7 1.473, H22 1.149, H23 1.097
6 C 0.817 -0.994 -1.489  C5 1.582, N8 1.487, H24 1.051, H25 1.132
7 C -0.420 -2.853 -0.281  C5 1.473, H26 1.098, H27 1.005
8 N 0.582 0.176 -0.602  C1 1.486, C2 1.447, C6 1.487
9 O -3.182 -0.529 0.326  S13 1.495
10 O -1.012 -0.147 1.637  S13 1.683, H28 0.979
11 O 0.621 2.897 0.093  C3 1.405, C4 1.378
12 P -3.178 -0.638 3.306  S13 2.166, H29 1.511
13 S -2.332 -1.160 1.381  O9 1.495, O10 1.683, P12 2.166
14 H -1.350 0.677 -1.667  C1 1.138
15 H 0.024 1.382 -2.191  C1 1.054
16 H 2.449 1.283 -0.847  C2 1.080
17 H 2.440 0.182 0.497  C2 1.123
18 H -1.107 3.241 -1.133  C3 1.241
19 H -1.193 2.202 0.444  C3 1.098
20 H 0.853 1.675 1.725  C4 1.059
21 H 2.244 2.570 1.030  C4 1.139
22 H 1.382 -3.110 -1.224  C5 1.149
23 H 1.613 -2.047 0.224  C5 1.097
24 H 0.023 -1.080 -2.173  C6 1.051
25 H 1.776 -1.023 -2.091  C6 1.132
26 H -0.567 -3.395 0.662  C7 1.098
27 H -1.207 -2.276 -0.523  C7 1.005
28 H -0.573 -0.063 0.766  O10 0.979
29 H -1.758 -0.941 3.725  P12 1.511


Entry 6:
ORCA calculation (ωB97M-V/def2-TZVPD) on the ion C7H16NSi with charge +1 at a distorted geometry.

Its HOMO energy is -13.2 eV. Its net charge is +1. The structure (SMILES) is CC(C)=C([SiH3])C[NH+]1CC1. The calculation puts the relative energy (zero: lowest compared OMol25 entry of this formula, charge and spin) at 3.173 eV.

Bonds (Å) are listed after each position.
Atoms and positions in Å:
1 C -1.535 0.461 -2.343  C2 1.442, H10 1.101, H11 1.076, H12 1.098
2 C -0.466 0.571 -1.381  C1 1.442, C3 1.613, C4 1.311
3 C 0.348 1.961 -1.305  C2 1.613, H13 1.062, H14 1.102, H15 1.075
4 C -0.137 -0.460 -0.641  C2 1.311, Si5 1.875, C6 1.505
5 Si -1.160 -2.032 -0.623  C4 1.875, H16 1.474, H17 1.526, H18 1.410
6 C 1.100 -0.420 0.216  C4 1.505, N7 1.493, H19 1.063, H20 1.124
7 N 0.861 0.311 1.495  C6 1.493, C8 1.414, C9 1.508, H21 1.020
8 C 0.236 -0.284 2.615  N7 1.414, C9 1.514, H22 1.091, H23 1.127
9 C 1.685 0.134 2.746  N7 1.508, C8 1.514, H24 1.075, H25 1.135
10 H -1.494 -0.345 -3.091  C1 1.101
11 H -1.888 1.382 -2.773  C1 1.076
12 H -2.370 0.322 -1.644  C1 1.098
13 H 0.593 2.294 -2.283  C3 1.062
14 H -0.430 2.630 -0.904  C3 1.102
15 H 1.276 1.890 -0.765  C3 1.075
16 H -1.979 -2.004 0.602  Si5 1.474
17 H -0.132 -3.154 -0.513  Si5 1.526
18 H -1.936 -2.192 -1.788  Si5 1.410
19 H 1.294 -1.441 0.441  C6 1.063
20 H 1.978 0.131 -0.218  C6 1.124
21 H 0.540 1.227 1.180  N7 1.020
22 H 0.060 -1.347 2.443  C8 1.091
23 H -0.780 0.077 2.942  C8 1.127
24 H 2.046 1.069 3.135  C9 1.075
25 H 2.289 -0.781 2.456  C9 1.135